An isolated molecule of H2N2O2S, computed with ωB97M-V/def2-TZVPD.

```
7
H2N2O2S (ωB97M-V/def2-TZVPD)
H 2.3249 0.8116 0.4962
N 1.4038 1.0975 0.2214
N 0.5187 0.2703 0.1618
O 0.5085 -0.9225 0.1284
O -0.7972 0.9341 -0.0202
S -2.2393 0.1081 0.1391
H -1.8979 -0.9041 -0.7657
```

lowest unoccupied orbital energy: 0.15 eV
largest force on an atom: 0.0528 hartree/bohr
HOMO: -9.637 eV

Charges per atom according to Mulliken partitioning, unit e:
1 H 0.2565
2 N -0.7270
3 N 1.2254
4 O -0.5788
5 O -0.3611
6 S 0.0118
7 H 0.1732

=====

A cluster of 2 separate species, H2N2O2S in total, computed with ωB97M-V/def2-TZVPD.

```
7
H2N2O2S (ωB97M-V/def2-TZVPD)
N -0.1749 0.2869 -0.6844
N 0.4856 -0.4403 0.9729
O -0.2908 -0.3953 1.8698
O 1.5230 -1.0099 0.8656
S -1.9545 0.9126 -0.7575
H 0.3063 1.1684 -0.9866
H 0.1053 -0.5223 -1.2797
```

lowest unoccupied orbital energy (spin up / spin down): -1.37 / -1.77 eV
largest force on an atom: 0.0657 hartree/bohr
HOMO (spin up / spin down): -9.079 / -8.723 eV

Charges per atom according to Mulliken partitioning, unit e:
1 N -0.5137
2 N 0.9076
3 O -0.4267
4 O -0.4677
5 S -0.1845
6 H 0.3465
7 H 0.3386

=====

An isolated molecule of H2N2O3, computed with ωB97M-V/def2-TZVPD.

```
7
H2N2O3 (ωB97M-V/def2-TZVPD)
N -0.1220 -0.2695 -0.1397
O -1.5003 0.5816 0.0060
N -2.7042 -0.0645 -0.0053
O -2.7627 -1.2603 0.0516
O -3.5666 0.7584 -0.0498
H 0.4887 0.2393 -0.7632
H 0.0705 -0.0927 0.8382
```

lowest unoccupied orbital energy: 0.22 eV
largest force on an atom: 0.0760 hartree/bohr
HOMO: -11.513 eV

Charges per atom according to Mulliken partitioning, unit e:
1 N -0.3422
2 O -0.2944
3 N 1.1023
4 O -0.5110
5 O -0.5268
6 H 0.2821
7 H 0.2900

=====

An isolated molecule of H2N2O3, computed with ωB97M-V/def2-TZVPD.

```
7
H2N2O3 (ωB97M-V/def2-TZVPD)
O -1.4250 0.1101 1.2489
N -0.5323 -0.4188 0.7110
O 0.0953 -1.3406 1.0847
N -0.1671 0.2693 -0.3848
O 1.1237 -0.1360 -1.0176
H -0.7771 0.8509 -0.9051
H 1.6825 0.6651 -0.7370
```

lowest unoccupied orbital energy: 0.58 eV
largest force on an atom: 0.1023 hartree/bohr
HOMO: -10.972 eV

Charges per atom according to Mulliken partitioning, unit e:
1 O -0.6237
2 N 1.1991
3 O -0.5829
4 N -0.2299
5 O -0.3827
6 H 0.2502
7 H 0.3701

=====

Summary of energy relative to the best compared isomer or geometry (same formula, charge and spin) in kcal per mole
63.6 80.7 32.2 22.4
(order as listed above)